A gas-phase ion, C27H28N3S (charge +1) at a distorted geometry, computed with ωB97M-V/def2-TZVPD.

Output
- HOMO level: -9.876 eV
- LUMO energy: -2.5 eV
- Orbital gap: 0.2717 Eh
- Energy: -1607.9060 Eh

Geometry as ORCA input:
```
! wB97M-V def2-TZVPD RIJCOSX def2/J DEFGRID3
* xyz 1 1
H 1.9893 1.8664 7.7328
H -2.9420 -3.0627 -0.2704
H 4.4230 -0.0788 9.4907
C 0.4900 -4.2994 2.3539
C -1.0417 -1.2651 1.6700
N 2.9432 0.0233 8.0303
H -1.6159 1.8805 3.6818
C -0.9670 -0.1575 3.7893
C 2.0313 -1.8553 6.7766
H 3.0195 -0.5978 2.2776
C -1.0892 -3.8038 4.1228
C 2.4832 1.3028 8.5292
H 3.3390 1.8750 8.9053
N -2.0993 -0.5089 1.3765
H 2.1519 -2.5210 7.6292
C -1.6300 -5.0910 3.9382
H 1.0403 -3.3658 5.5992
H -0.2903 0.1212 4.5939
C -2.9938 -0.9736 0.3181
H -2.0227 -1.9887 -1.3639
H 3.2157 -1.3902 9.6031
H -1.4820 -3.1331 4.8953
C -2.3171 -2.1652 -0.3236
S -0.8097 -2.5543 0.5738
H 1.8971 0.3644 3.6054
C -1.1468 -5.9447 2.9400
C 2.3694 0.3003 5.6865
C 1.8999 -0.2553 4.5037
H 4.6029 -1.4928 0.5931
C 2.3911 -4.0752 0.6048
C 2.4354 -0.5012 6.8594
H -1.6297 -6.9100 2.7815
C 0.6656 -2.0528 3.2263
H 4.1534 -3.6430 -0.5676
C 1.5870 -3.6174 1.6399
C 1.7184 -2.3118 2.1408
H -3.1743 -0.1700 -0.4064
H -0.5000 1.4382 2.4170
C 2.8236 -1.5551 1.8017
H 1.7589 1.1732 9.3488
C 3.4678 -3.2863 0.2060
H 0.3388 -6.1973 1.3635
H 4.4402 -1.4178 8.3160
H 2.7371 1.3279 5.7053
H -3.9712 -1.2679 0.7373
C -0.0590 -5.5625 2.1500
N -0.2994 -1.0512 2.8084
H -3.3927 0.4245 2.7220
C 3.7109 -2.0670 0.8407
C 3.7911 -0.7600 8.9080
H -1.8275 -0.6699 4.2588
C -0.0393 -3.4161 3.3106
C 1.3340 -1.5542 4.4867
H 2.1516 -5.0240 0.1323
C -1.3468 1.0744 3.0104
H -2.4506 -5.4148 4.5906
C 1.4327 -2.3479 5.6246
C -2.4960 0.6779 2.1347
H -2.7581 1.4739 1.4322
*
```